Model P:
Molecular formula: C2H3ClNOP
Method: DFT, wB97M-V/def2-TZVPD

The SMILES is C[P@](=O)(Cl)C#N. For the HOMO energy, the calculation gives -11.63 eV.

```
! wB97M-V def2-TZVPD RIJCOSX def2/J DEFGRID3
* xyz 0 1
C 0.82 0.86 0.02
P -0.67 -0.18 0.38
O -1.91 0.49 0.58
Cl -0.21 -1.13 2.05
C -0.64 -1.31 -0.98
N -0.50 -1.88 -1.94
H 0.82 1.41 0.94
H 1.70 0.30 -0.04
H 0.60 1.44 -1.02
*
```

These are the natural (NBO) partial charges, in e, on atoms 1 to 4:
1 C -0.963
2 P 1.822
3 O -1.036
4 Cl -0.231

=====

Model Q:
Molecular formula: C2H3ClNOP
Method: DFT, wB97M-V/def2-TZVPD

For the HOMO energy (alpha / beta), the calculation gives -8.05 / -9.27 eV.

```
! wB97M-V def2-TZVPD RIJCOSX def2/J DEFGRID3
* xyz 0 1
C 0.15 -1.33 -0.21
C 0.37 0.02 -0.88
N 1.05 -2.05 0.12
O 1.54 0.64 -0.47
P 2.98 -0.28 -0.71
Cl 4.06 0.44 0.82
H -0.92 -1.57 -0.26
H 0.34 -0.22 -1.85
H -0.40 0.72 -0.84
*
```

These are the natural (NBO) partial charges, in e, on atoms 1 to 4:
1 C -0.043
2 C -0.113
3 N -0.316
4 O -0.757

=====

Most stable: model P

=====

Model P:
Molecular formula: C9H13N3
Method: DFT, wB97M-V/def2-TZVPD

The SMILES is C=NC(C)(C)C#N.C1=CN=CC1. For the HOMO energy, the calculation gives -8.96 eV.

```
! wB97M-V def2-TZVPD RIJCOSX def2/J DEFGRID3
* xyz 0 1
C -1.14 1.74 -0.81
N -1.65 0.68 -1.10
C -1.91 -0.40 -0.07
C -2.68 -1.60 -0.72
C -2.67 0.02 1.19
C -0.65 -0.92 0.43
N 0.35 -1.36 0.77
H -0.76 2.41 -1.64
H -0.97 2.10 0.27
H -3.77 -1.31 -0.97
H -2.19 -1.85 -1.60
H -2.83 -2.46 0.01
H -2.24 1.07 1.50
H -2.45 -0.81 1.90
H -3.69 0.13 0.94
C 3.59 -0.14 0.68
C 2.67 0.59 1.28
N 1.70 1.04 0.35
C 2.17 0.70 -0.81
C 3.32 -0.11 -0.77
H 4.38 -0.75 1.11
H 2.65 0.97 2.25
H 1.54 0.86 -1.76
H 4.15 0.51 -1.36
H 3.09 -1.12 -1.09
*
```

These are the natural (NBO) partial charges, in e, on atoms 1 to 4:
1 C 0.004
2 N -0.419
3 C -0.031
4 C -0.579

=====

Model Q:
Molecular formula: C9H13N3
Method: DFT, wB97M-V/def2-TZVPD

The SMILES is Cc1ccc(C)n1[C@@H]1CCN=N1. For the HOMO energy, the calculation gives -7.46 eV.

```
! wB97M-V def2-TZVPD RIJCOSX def2/J DEFGRID3
* xyz 0 1
C 0.00 -2.42 0.38
C 1.04 -1.39 0.08
C 2.39 -1.38 0.41
C 2.87 -0.07 0.12
C 1.75 0.64 -0.36
C 1.71 2.17 -0.70
N 0.69 -0.22 -0.46
C -0.94 0.59 -0.66
C -1.75 0.94 0.64
C -3.10 0.27 0.32
N -2.88 -0.51 -0.87
N -1.80 -0.30 -1.41
H 0.51 -3.38 0.39
H -0.49 -2.29 1.30
H -0.82 -2.47 -0.40
H 2.74 -2.19 0.93
H 3.94 0.22 0.02
H 2.46 2.60 0.03
H 1.92 2.36 -1.66
H 0.74 2.59 -0.42
H -0.54 1.37 -1.23
H -1.85 1.99 0.74
H -1.23 0.36 1.56
H -3.40 -0.37 1.14
H -3.97 0.89 0.09
*
```

These are the natural (NBO) partial charges, in e, on atoms 1 to 4:
1 C -0.643
2 C 0.115
3 C -0.312
4 C -0.304

=====

Most stable: model P

=====

Model P:
Molecular formula: C3HINS
Method: DFT, wB97M-V/def2-TZVPD

For the HOMO energy, the calculation gives -13.97 eV.

```
! wB97M-V def2-TZVPD RIJCOSX def2/J DEFGRID3
* xyz 1 1
C -0.91 -0.61 0.94
C 0.61 -0.54 -0.88
C 0.69 0.74 -0.66
N -0.26 -1.08 0.02
S -1.63 0.15 2.06
I 0.40 2.51 0.13
H 1.10 -1.18 -1.60
*
```

These are the natural (NBO) partial charges, in e, on atoms 1 to 4:
1 C 0.205
2 C -0.094
3 C 0.020
4 N -0.423

=====

Model Q:
Molecular formula: C3HINS
Method: DFT, wB97M-V/def2-TZVPD

For the HOMO energy (alpha / beta), the calculation gives -13.95 / -13.95 eV.

```
! wB97M-V def2-TZVPD RIJCOSX def2/J DEFGRID3
* xyz 1 1
C -0.20 1.48 -0.36
C -0.10 -0.84 -0.63
C 0.19 -1.23 0.54
N -0.42 0.44 -0.95
S -0.02 2.77 0.37
I 0.89 -1.10 2.37
H -0.34 -1.52 -1.34
*
```

These are the natural (NBO) partial charges, in e, on atoms 1 to 4:
1 C 0.174
2 C -0.108
3 C 0.054
4 N -0.453

=====

Most stable: model P

=====

Model P:
Molecular formula: C7H28O9
Method: DFT, wB97M-V/def2-TZVPD

The SMILES is C/C=C/CCCC=O.O.O.O.O.O.O.O.O. For the HOMO energy, the calculation gives -9.56 eV.

```
! wB97M-V def2-TZVPD RIJCOSX def2/J DEFGRID3
* xyz 0 1
C 0.29 0.63 3.21
C 1.44 -0.15 2.68
C 1.45 -1.47 2.66
C 2.71 -2.33 2.50
C 3.77 -1.85 1.47
C 3.22 -2.55 0.15
C 2.66 -1.50 -0.92
O 2.51 -1.88 -2.05
H -0.62 0.05 2.94
H 0.24 0.55 4.31
H 0.19 1.69 2.98
H 2.42 0.32 2.61
H 0.70 -2.19 2.95
H 3.26 -2.26 3.49
H 2.51 -3.40 2.46
H 3.64 -0.78 1.22
H 4.78 -2.18 1.66
H 2.43 -3.26 0.19
H 4.07 -3.12 -0.23
H 2.31 -0.49 -0.64
O -0.97 4.70 -0.87
H -0.89 4.14 -1.65
H -1.93 4.79 -0.85
O -4.06 -0.27 -3.08
H -3.46 0.28 -3.61
H -3.71 -0.13 -2.16
O -3.71 3.67 -1.73
H -4.14 3.34 -0.92
H -3.98 2.96 -2.33
O -2.43 2.18 0.47
H -2.64 1.53 -0.20
H -2.57 3.08 0.20
O -2.45 -0.55 -1.11
H -1.70 -1.18 -1.17
H -2.52 -0.73 -0.16
O -0.01 1.67 -2.17
H -0.68 1.12 -1.75
H 0.50 2.03 -1.43
O -0.04 -0.59 -4.12
H -0.95 -0.89 -4.10
H 0.02 0.31 -3.77
O -0.84 -1.62 0.80
H -0.89 -2.35 1.42
H 0.07 -1.32 0.66
*
```

These are the natural (NBO) partial charges, in e, on atoms 1 to 4:
1 C -0.657
2 C -0.196
3 C -0.212
4 C -0.437

=====

Model Q:
Molecular formula: C7H28O9
Method: DFT, wB97M-V/def2-TZVPD

The SMILES is CC/C=C/C=C(/C)O.O.O.O.O.O.O.O.O. For the HOMO energy, the calculation gives -8.01 eV.

```
! wB97M-V def2-TZVPD RIJCOSX def2/J DEFGRID3
* xyz 0 1
C -3.35 -0.38 -1.94
C -1.87 -0.30 -2.26
C -0.92 -0.29 -1.12
C 0.42 0.04 -1.08
C 1.16 0.05 0.17
C 1.49 -0.92 1.05
C 2.40 -0.67 2.24
O 1.13 -2.14 0.59
H -3.44 0.16 -0.94
H -3.72 -1.38 -2.24
H -3.76 0.42 -2.54
H -1.46 -1.12 -2.99
H -1.68 0.66 -2.84
H -1.40 -0.65 -0.18
H 0.81 0.55 -1.93
H 1.66 1.04 0.08
H 3.00 0.25 2.28
H 3.27 -1.42 2.27
H 1.87 -0.92 3.19
H 1.75 -2.52 -0.04
O 1.54 2.90 -1.88
H 0.63 2.65 -1.66
H 1.74 3.82 -1.77
O -1.61 1.63 1.60
H -1.50 1.08 0.90
H -1.61 0.96 2.43
O -1.23 -2.20 2.04
H -0.38 -2.49 2.40
H -1.30 -2.82 1.32
O -1.50 3.94 -0.73
H -1.37 3.60 0.10
H -2.48 3.94 -0.94
O -1.86 -0.28 3.68
H -1.08 -0.64 4.08
H -1.97 -0.84 2.92
O 1.05 -3.28 -1.81
H 0.62 -3.68 -2.54
H 1.85 -2.72 -1.93
O 3.26 -1.32 -1.79
H 3.35 -1.32 -2.74
H 3.09 -0.47 -1.49
O 1.17 2.18 2.38
H 0.37 2.54 1.92
H 1.87 2.38 1.75
*
```

These are the natural (NBO) partial charges, in e, on atoms 1 to 4:
1 C -0.638
2 C -0.452
3 C -0.165
4 C -0.243

=====

Most stable: model P

=====

Model P:
Molecular formula: C4H4NO2PS
Method: DFT, wB97M-V/def2-TZVPD

For the HOMO energy (alpha / beta), the calculation gives -7.70 / -7.58 eV.

```
! wB97M-V def2-TZVPD RIJCOSX def2/J DEFGRID3
* xyz 0 1
C -0.71 -2.33 -0.61
C -0.28 0.08 0.12
C -1.22 -0.90 -0.44
C 1.48 0.94 1.43
N 0.46 0.06 1.10
O -0.37 -3.24 -1.29
O -1.50 -2.15 0.38
P 0.23 2.13 -1.60
S -1.34 2.54 -2.60
H -2.11 -0.69 -0.94
H 1.10 1.68 2.16
H 1.93 1.48 0.46
H 2.32 0.41 1.83
*
```

These are the natural (NBO) partial charges, in e, on atoms 1 to 4:
1 C 0.807
2 C 0.240
3 C -0.144
4 C -0.416

=====

Model Q:
Molecular formula: C4H4NO2PS
Method: DFT, wB97M-V/def2-TZVPD

The SMILES is C/N=C(\P=S)[C@@H]1OC1=O. For the HOMO energy, the calculation gives -8.64 eV.

```
! wB97M-V def2-TZVPD RIJCOSX def2/J DEFGRID3
* xyz 0 1
C -2.16 -0.84 -0.23
N -1.15 -0.02 0.26
C 0.08 -0.18 0.27
P 0.78 -2.06 -0.03
S 2.67 -1.77 -0.22
C 1.11 0.77 0.47
O 0.85 2.23 0.83
C 1.41 2.02 -0.26
O 1.96 2.58 -1.18
H -2.74 -0.25 -1.12
H -2.89 -0.86 0.49
H -1.86 -1.92 -0.43
H 1.94 0.29 1.15
*
```

These are the natural (NBO) partial charges, in e, on atoms 1 to 4:
1 C -0.431
2 N -0.383
3 C -0.003
4 P 0.536

=====

Most stable: model Q

=====

Model P:
Molecular formula: C9H16N2O2
Method: DFT, wB97M-V/def2-TZVPD

The SMILES is O=c1cc[nH]c(=O)[nH]1.CC(C)(C)C. For the HOMO energy, the calculation gives -9.75 eV.

```
! wB97M-V def2-TZVPD RIJCOSX def2/J DEFGRID3
* xyz 0 1
O 2.78 2.64 0.08
C 2.91 1.43 -0.03
C 1.79 0.58 -0.49
C 2.06 -0.73 -0.65
N 3.31 -1.30 -0.38
C 4.35 -0.61 0.17
O 5.35 -1.12 0.69
N 4.19 0.83 0.09
H 0.84 1.05 -0.70
H 1.48 -1.48 -1.00
H 3.42 -2.38 -0.18
H 4.96 1.40 0.59
C -1.18 0.09 1.21
C -2.24 -0.08 0.17
C -3.54 -0.55 0.72
C -1.67 -0.90 -0.90
C -2.42 1.32 -0.52
H -1.84 0.43 2.12
H -0.42 -0.90 1.20
H -0.45 0.87 0.85
H -4.42 -0.44 0.08
H -3.53 -1.60 1.17
H -3.84 0.08 1.66
H -2.10 -0.58 -1.99
H -1.85 -2.08 -0.71
H -0.44 -0.77 -1.01
H -1.61 1.62 -0.94
H -3.02 1.08 -1.37
H -2.88 2.08 0.08
*
```

These are the natural (NBO) partial charges, in e, on atoms 1 to 4:
1 O -0.580
2 C 0.635
3 C -0.366
4 C 0.075

=====

Model Q:
Molecular formula: C9H16N2O2
Method: DFT, wB97M-V/def2-TZVPD

For the HOMO energy, the calculation gives -5.30 eV.

```
! wB97M-V def2-TZVPD RIJCOSX def2/J DEFGRID3
* xyz 0 1
C -0.94 -1.29 0.09
C 2.67 -0.10 1.39
C 3.15 -1.11 0.43
C -0.91 1.03 -0.91
C 1.37 0.56 0.70
C 0.46 0.70 -1.53
C 2.48 -0.66 -0.83
C -1.53 -0.06 -0.01
C -3.62 1.01 0.05
N 1.52 0.25 -0.63
N -2.58 0.38 0.74
O -1.80 -2.07 0.92
O 0.12 -1.73 -0.37
H 2.33 -0.36 2.39
H 3.42 0.71 1.52
H 4.32 -1.13 0.34
H 2.96 -2.22 0.66
H -0.91 2.08 -0.45
H -1.53 1.29 -1.85
H 0.33 0.23 1.09
H 1.32 1.70 0.76
H 0.29 -0.04 -2.36
H 0.80 1.63 -1.94
H 2.59 -1.15 -1.80
H -4.05 0.50 -0.85
H -4.56 1.19 0.65
H -3.50 1.97 -0.57
H -2.81 -0.44 1.31
H -1.37 -2.86 1.09
*
```

These are the natural (NBO) partial charges, in e, on atoms 1 to 4:
1 C 0.607
2 C -0.422
3 C -0.491
4 C -0.424

=====

Most stable: model P